Record 1
The following is a quantum chemistry calculation of 10 unconnected molecules or ions with the total composition C20H60O20S5 in a non-equilibrium geometry, from OMol25.

Structure (ORCA input):
```
! wB97M-V def2-TZVPD RIJCOSX def2/J DEFGRID3
* xyz 0 1
O 1.68567 0.24749 0.89471
S 0.83058 0.84795 -0.11097
O 1.39789 1.42349 -1.35451
O -0.38578 -0.22822 -0.48879
C -1.05898 -0.87295 0.52289
C -0.27314 -2.16862 0.93280
C -0.24315 2.16819 0.57517
H -2.04069 -1.10820 0.11176
H -1.31036 -0.24851 1.38019
H 0.79746 -2.01462 0.79798
H -0.48734 -2.86778 0.12446
H -0.59486 -2.54663 1.90321
H 0.41781 3.00635 0.79583
H -0.72750 1.81291 1.48472
H -0.88791 2.50673 -0.23587
O 4.14109 8.52752 1.46162
S 4.24920 7.73827 0.19924
O 5.44675 6.92392 -0.15276
O 2.85522 6.78150 0.19507
C 2.69761 5.71605 -0.77847
C 1.16237 5.52341 -0.87683
C 3.85729 8.73907 -1.31383
H 3.26506 4.81910 -0.53030
H 3.02518 6.06180 -1.75891
H 0.60093 6.38362 -1.24142
H 0.70423 5.26465 0.07777
H 0.90828 4.73208 -1.58204
H 4.56371 9.56562 -1.39053
H 2.84940 9.13997 -1.20640
H 3.87271 8.15570 -2.23445
O -1.26835 3.94298 -3.06615
S -0.58353 3.08861 -4.00861
O 0.87778 3.20811 -4.26378
O -0.92241 1.51451 -3.66115
C -0.17579 0.46300 -4.34148
C -0.93174 -0.89928 -4.14287
C -1.54496 3.22637 -5.58409
H 0.79982 0.30567 -3.88155
H -0.06293 0.64686 -5.40992
H -0.55413 -1.66636 -4.81895
H -2.00516 -0.75604 -4.26687
H -0.72774 -1.16892 -3.10664
H -1.29844 2.43908 -6.29647
H -1.23819 4.16103 -6.05356
H -2.56625 3.19630 -5.20440
O -3.48836 2.75376 1.36153
S -4.93365 2.66493 1.29423
O -5.73044 3.88942 1.28654
O -5.32348 1.79783 -0.09137
C -4.45694 0.73191 -0.48201
C -3.36079 1.18961 -1.49734
C -5.64114 1.53743 2.52167
H -5.07794 -0.04620 -0.92586
H -3.96015 0.38361 0.42352
H -2.74019 0.36408 -1.84583
H -2.80173 1.99003 -1.01269
H -3.84359 1.60616 -2.38137
H -5.43463 1.91796 3.52199
H -5.21852 0.53370 2.47688
H -6.69455 1.51907 2.24222
O 4.12028 -4.49743 1.59004
S 5.34001 -3.79701 2.05837
O 6.69218 -4.36117 2.13686
O 5.44567 -2.31199 1.35649
C 4.21518 -1.59623 1.00980
C 4.73784 -0.67439 -0.15212
C 4.96433 -3.07241 3.73934
H 3.92210 -0.99983 1.87380
H 3.32791 -2.12283 0.65829
H 5.48254 0.02314 0.23125
H 3.99684 0.07992 -0.41675
H 5.14525 -1.09208 -1.07281
H 3.88501 -2.92096 3.75509
H 5.57026 -2.16654 3.75766
H 5.30635 -3.81394 4.46132
C -0.69455 -4.32775 -2.55189
O -0.02185 -5.09240 -1.53991
H -1.63944 -3.88812 -2.23249
H -0.04304 -3.48541 -2.78450
H -0.71242 -4.96895 -3.43316
H 0.87821 -5.23562 -1.84153
C -2.89671 -3.61068 3.29240
O -3.22218 -3.16212 4.58226
H -1.84240 -3.84582 3.14660
H -3.57945 -4.42806 3.06035
H -3.12562 -2.82261 2.57502
H -4.03484 -2.65121 4.56983
C -3.45231 -5.35977 -0.30250
O -4.51145 -4.69888 -1.02483
H -2.62883 -4.65301 -0.20025
H -3.62581 -5.51026 0.76303
H -2.97849 -6.28378 -0.63384
H -4.56466 -4.89345 -1.96340
C 0.74650 -5.22236 1.75782
O -0.55545 -5.57019 1.37046
H 1.35277 -6.12740 1.79588
H 1.28737 -4.51189 1.13268
H 0.74098 -4.86786 2.78855
H -0.54080 -5.49336 0.41365
C 0.99557 -0.98955 4.35131
O 1.71612 -0.56508 5.46710
H 1.41268 -0.52357 3.45857
H 1.07014 -2.07071 4.23445
H -0.06062 -0.73376 4.43582
H 1.96822 0.35231 5.33895
*
```

For the HOMO energy, the calculation gives -10.0632 eV. As for the relative energy (zero: lowest compared OMol25 entry of this formula, charge and spin): 384.44 kJ/mol.

Record 2
The following is a quantum chemistry calculation of 10 unconnected molecules or ions with the total composition C20H63N3O13 in a non-equilibrium geometry, from OMol25.

Structure (ORCA input):
```
! wB97M-V def2-TZVPD RIJCOSX def2/J DEFGRID3
* xyz 0 1
C -2.39848 3.46950 -3.82868
O -3.16624 2.49315 -3.13703
C -2.35626 1.35049 -2.83612
C -1.62334 1.63748 -1.46219
N -2.54283 2.03227 -0.38097
C -2.02572 2.64788 0.83880
C -0.80592 3.55463 0.84750
O -1.01111 4.74663 0.07715
C -1.49050 5.89229 0.78094
H -1.90369 3.01225 -4.67196
H -1.65292 3.96039 -3.16849
H -3.10474 4.22224 -4.11590
H -1.57970 1.23495 -3.65032
H -3.02807 0.52910 -2.64810
H -0.85443 2.41775 -1.64459
H -0.94657 0.79600 -1.18382
H -3.25307 2.63669 -0.81595
H -1.82400 1.92405 1.63331
H -2.92448 3.17198 1.24176
H 0.00337 3.10007 0.21628
H -0.43026 3.84847 1.84680
H -1.33219 6.72224 0.08590
H -1.03191 6.10863 1.75432
H -2.55561 5.77897 0.94577
C -2.52614 -1.42410 0.16288
O -3.39819 -1.59159 -0.93734
C -4.74976 -1.24029 -0.66149
C -5.50341 -1.41465 -1.93240
N -5.35096 -2.76807 -2.37145
C -6.11007 -3.14668 -3.55379
C -5.71254 -4.51332 -4.11984
O -4.37955 -4.40750 -4.46765
C -3.98173 -5.65020 -5.07699
H -2.77589 -2.12804 0.93409
H -2.63564 -0.39900 0.57330
H -1.53038 -1.61343 -0.23379
H -4.82212 -0.18990 -0.30711
H -5.14706 -1.86347 0.14959
H -5.14292 -0.62667 -2.67326
H -6.58185 -1.21884 -1.72543
H -4.38533 -3.01152 -2.55816
H -5.97872 -2.42612 -4.37693
H -7.14157 -3.11430 -3.32222
H -6.40559 -4.71602 -4.96694
H -5.84364 -5.30050 -3.32532
H -2.92427 -5.79196 -5.00681
H -4.19493 -5.71758 -6.17991
H -4.53755 -6.49322 -4.69788
C 1.72725 0.52449 -3.26629
O 2.85106 0.44600 -2.34463
C 3.51670 -0.77461 -2.22181
C 4.86103 -0.56316 -1.57169
N 4.82329 -0.15823 -0.16042
C 6.12718 -0.15901 0.49627
C 5.95510 0.21521 1.94025
O 5.67000 1.63716 1.91607
C 5.20374 2.12032 3.15110
H 1.30778 1.54522 -3.13925
H 0.93676 -0.20660 -3.07444
H 2.02199 0.39447 -4.31846
H 3.67375 -1.22235 -3.20450
H 3.03833 -1.40649 -1.49571
H 5.34163 0.20184 -2.20739
H 5.41634 -1.53067 -1.67445
H 4.34930 0.72921 -0.10270
H 6.86968 0.51118 0.04856
H 6.62615 -1.12802 0.43686
H 6.85773 0.00432 2.52777
H 5.11528 -0.30696 2.42158
H 5.96387 1.82661 3.89011
H 4.29673 1.60229 3.44682
H 5.07975 3.14885 3.00934
O -0.00846 -1.97849 4.16736
H -0.60870 -2.44892 4.74807
H 0.90260 -2.28801 4.41110
O 3.25467 -2.26705 1.17327
H 3.74614 -1.48107 0.77826
H 2.42346 -2.45981 0.72981
O 2.95247 -2.32704 3.93742
H 3.42871 -3.18057 4.11516
H 2.90383 -2.31226 2.93092
O 1.62868 1.17798 5.87384
H 2.29171 0.52389 6.17832
H 1.95873 1.36888 4.98606
O -0.94085 0.74203 3.98930
H -0.81527 0.88789 4.94842
H -0.47069 -0.10512 3.86903
O 4.03390 -0.77612 6.33304
H 3.94812 -1.15961 5.44183
H 4.66860 -0.04197 6.19152
C 0.94676 0.13780 0.97254
C 2.08852 0.49725 1.90900
O 1.64520 1.53681 2.74450
H -0.00997 0.09333 1.44150
H 1.11244 -0.81259 0.46505
H 0.82562 0.85592 0.16297
H 2.89724 0.77355 1.28333
H 2.38822 -0.34685 2.53849
H 0.77639 1.41794 3.12738
*
```

For the HOMO energy, the calculation gives -8.2638 eV. As for the relative energy (zero: lowest compared OMol25 entry of this formula, charge and spin): 9.16 kJ/mol.

Record 3
The following is a quantum chemistry calculation of a molecular structure, C20H63O14Ti, from OMol25.

Structure (ORCA input):
```
! wB97M-V def2-TZVPD RIJCOSX def2/J DEFGRID3
* xyz 0 4
Ti -1.58831 2.27212 -2.20997
C 0.73528 -0.59544 -0.24938
C -0.30366 0.45194 -0.55223
O 0.03262 1.67084 -0.53706
O -1.47679 0.10700 -0.85371
H 1.08403 -0.49681 0.77601
H 1.55927 -0.42646 -0.94191
H 0.29504 -1.57327 -0.42529
C 3.13794 3.20121 0.25889
O 2.82185 2.08420 -0.55581
H 4.22307 3.26575 0.32630
H 2.74440 4.13280 -0.16036
H 2.73895 3.09275 1.27152
H 1.85615 1.95549 -0.51764
C -3.97374 -1.10389 1.27698
O -3.91686 -1.12613 -0.14866
H -4.86553 -1.64871 1.57379
H -3.11029 -1.60083 1.72540
H -4.03634 -0.08253 1.66647
H -3.10099 -0.67756 -0.40879
C -4.22982 2.33789 -0.27109
O -3.26280 3.26312 -0.75931
H -4.08179 2.12886 0.79092
H -5.24953 2.68704 -0.44964
H -4.09184 1.40298 -0.81171
H -3.39788 4.12438 -0.35487
C 4.41164 -0.43611 0.86459
O 4.42213 -0.45637 -0.56520
H 5.17616 -1.13520 1.19810
H 4.65994 0.56801 1.21773
H 3.45769 -0.75202 1.30128
H 3.80668 0.24272 -0.82749
C -1.29889 -2.63589 -3.30176
O -0.93034 -1.26615 -3.24269
H -2.16851 -2.86397 -2.67533
H -1.53278 -2.90955 -4.32971
H -0.47392 -3.26132 -2.93835
H -1.20656 -0.90025 -2.39017
C 0.01758 4.89290 -1.65648
O -0.76766 4.49677 -2.78729
H 1.05238 4.54908 -1.75394
H 0.01791 5.97858 -1.53601
H -0.40722 4.41411 -0.77696
H -0.38314 4.88629 -3.57681
C 3.09210 2.35856 3.94413
C 2.55199 0.97012 3.65992
O 3.53149 0.01958 4.07140
H 3.45844 2.40950 4.96971
H 2.29470 3.09778 3.84162
H 3.88775 2.61508 3.24737
H 2.34694 0.87118 2.58235
H 1.59670 0.81423 4.17700
H 3.23868 -0.86296 3.82511
C 2.62870 -2.42738 -2.97112
C 2.41977 -3.56396 -3.96300
O 3.08545 -3.32333 -5.20545
H 3.69496 -2.24311 -2.82890
H 2.23730 -2.73131 -1.99404
H 2.11024 -1.51960 -3.27309
H 1.36714 -3.66951 -4.21116
H 2.79458 -4.50552 -3.54317
H 4.02816 -3.26445 -5.02349
C 1.20155 -4.61232 1.08839
C 2.65113 -4.66527 0.64270
O 3.44037 -3.96512 1.61431
H 0.59276 -5.24303 0.43686
H 0.82300 -3.59230 0.99874
H 1.09051 -4.94409 2.11905
H 2.75449 -4.18678 -0.34002
H 2.99221 -5.70095 0.53300
H 4.36669 -4.18222 1.48202
C -1.83992 2.47042 2.80191
C -1.06513 3.60500 2.15650
O 0.28514 3.24649 1.89870
H -1.52587 2.34538 3.83901
H -1.67405 1.53684 2.26445
H -2.91349 2.68558 2.82195
H -1.06288 4.48667 2.80243
H -1.54675 3.94855 1.22804
H 0.27267 2.65609 1.12915
C -5.32888 0.43898 -3.77317
C -3.82396 0.59780 -3.69827
O -3.44227 1.98602 -3.71405
H -5.72107 0.89661 -4.68481
H -5.79164 0.93998 -2.92010
H -5.61667 -0.61031 -3.74517
H -3.32404 0.05529 -4.50178
H -3.46212 0.19379 -2.75288
H -3.58097 2.32561 -4.60241
C -0.30733 -1.37085 3.39069
C -0.89964 -2.74908 3.47764
O -2.15534 -2.68126 4.17480
H -0.04521 -0.95610 4.36551
H -0.97487 -0.67772 2.87990
H 0.61893 -1.44861 2.81236
H -0.23125 -3.45046 3.98303
H -1.05593 -3.10709 2.44923
H -2.46082 -3.57480 4.35470
*
```

For the HOMO energy (alpha / beta), the calculation gives -4.7342 / -9.6399 eV.

Record 4
The following is a quantum chemistry calculation of a molecular structure, C20H64NO13Y in a non-equilibrium geometry, from OMol25.

Structure (ORCA input):
```
! wB97M-V def2-TZVPD RIJCOSX def2/J DEFGRID3
* xyz 2 1
Y -0.19332 0.80290 -5.74180
C 0.91591 0.45618 -1.44991
C 0.63788 -0.38565 -2.67999
O -0.29212 0.24088 -3.59459
H 1.70099 -0.01601 -0.86575
H 0.01576 0.60062 -0.85005
H 1.30877 1.43351 -1.73383
H 0.20655 -1.33819 -2.38290
H 1.61175 -0.50046 -3.16892
O -0.37904 -3.84956 -4.23777
H 0.41451 -3.31630 -4.35129
H -0.60335 -3.77876 -3.29205
O -1.36763 -3.38496 -1.36699
H -1.32815 -3.99017 -0.60415
H -0.61564 -2.79727 -1.23956
O -1.43242 2.81893 -2.10647
H -1.25730 1.88302 -1.94921
H -1.14470 2.95572 -3.01389
O -2.75035 -1.44665 -3.67941
H -2.55565 -2.27276 -3.20705
H -2.09210 -0.82104 -3.35291
O 4.15836 0.78017 -1.64637
H 4.04824 0.02223 -2.25337
H 5.11287 0.91504 -1.57021
O 3.59359 2.78920 -4.10403
H 3.35675 2.43053 -3.23438
H 4.28576 2.19384 -4.42502
O 2.67696 4.15004 -0.27081
H 3.00582 4.57437 0.53614
H 2.85941 3.20851 -0.14180
O 1.32775 4.02054 -2.77061
H 0.43986 3.95028 -2.39535
H 1.88132 4.17500 -1.97703
C -6.75074 1.92886 1.61214
C -5.51176 1.47668 2.39566
C -5.94583 0.42893 3.42480
C -4.78865 -0.36306 4.00443
C -3.82398 -0.91247 2.93721
C -3.41349 0.09342 1.83815
N -4.57240 0.85282 1.47110
O -4.40227 1.57261 0.29232
C -2.25739 0.92833 2.36048
C -2.99118 -0.77786 0.65869
C -4.90590 2.67649 3.13356
H -6.53452 2.83536 1.04820
H -7.61049 2.01630 2.26621
H -6.98087 1.19710 0.83272
H -6.41025 0.95881 4.26096
H -6.69428 -0.27103 3.04640
H -5.08174 -1.23701 4.58351
H -4.18316 0.26400 4.66740
H -4.23136 -1.81999 2.49157
H -2.94179 -1.22138 3.50399
H -2.04836 1.74119 1.64109
H -2.47052 1.34263 3.34153
H -1.27009 0.45941 2.39510
H -2.77379 -0.18093 -0.23544
H -2.07571 -1.31575 0.92090
H -3.71513 -1.52810 0.34791
H -5.71187 3.31361 3.51645
H -4.27572 3.33891 2.53395
H -4.35707 2.42872 4.04666
H -3.68852 2.23188 0.43915
C 1.33178 2.67831 3.03810
C 2.83613 2.48746 2.91259
C 3.20024 1.53541 1.76810
O 3.49243 3.69888 2.54511
H 1.15678 3.69320 3.40237
H 0.89597 1.97751 3.75298
H 0.77769 2.57303 2.10186
H 3.20396 2.10918 3.87302
H 3.19993 0.49212 2.07409
H 4.19271 1.78861 1.39446
H 2.50255 1.70015 0.94496
H 3.33601 4.50778 3.04061
C 1.86144 -3.20803 2.60659
C 0.99207 -3.26440 1.37574
C 1.80213 -3.30663 0.11304
O 0.21468 -4.50673 1.35672
H 2.65714 -3.95262 2.61302
H 1.27008 -3.31071 3.51866
H 2.37904 -2.24387 2.65956
H 0.24078 -2.45795 1.36773
H 2.52107 -4.12316 0.12049
H 2.31928 -2.36997 -0.10539
H 1.15051 -3.44483 -0.75487
H -0.11500 -4.70611 2.23913
C 6.12061 -1.98578 -3.39316
C 4.66017 -2.28930 -3.63510
C 3.98574 -2.88323 -2.43411
O 3.99256 -1.01417 -4.01442
H 6.59655 -2.92083 -3.09010
H 6.21853 -1.27919 -2.56163
H 6.68522 -1.56565 -4.22048
H 4.54490 -2.95222 -4.49888
H 2.98850 -3.26306 -2.66707
H 3.95692 -2.18150 -1.59962
H 4.55428 -3.74062 -2.06381
H 3.14839 -1.23326 -4.43573
*
```

For the HOMO energy, the calculation gives -12.2436 eV. As for the relative energy (zero: lowest compared OMol25 entry of this formula, charge and spin): 0.00 kJ/mol.